--- w ---
C2H7N4O | ωB97M-V/def2-TZVPD

Element x y z (Å)
C 0.4627 2.3355 -0.7530
C -0.8950 -1.2808 -0.4733
N 0.6999 -0.7532 1.1925
N 1.4761 -0.3023 0.3017
N -0.5310 -1.1132 0.9826
N -0.6165 2.1302 -1.1726
O 1.5045 2.2834 -0.2671
H -0.4302 -2.1806 -0.9634
H -2.0461 -1.2827 -0.6615
H -0.4890 -0.3747 -1.0356
H 1.0735 -0.9857 2.1165
H -1.2254 -0.8588 1.6135
H 2.3646 -0.2356 0.6903
H -1.3480 2.6185 -1.5707

Charge = +1
Frontier orbital gap (alpha / beta) = 9.09 / 9.09 eV

So, what does the Mulliken scheme give us? The charges, in e, come out as: atom 1 (C): 0.594, atom 2 (C): -0.536, atom 3 (N): 0.511, atom 4 (N): -0.477, atom 5 (N): -0.175, atom 6 (N): -0.363, atom 7 (O): -0.405, atom 8 (H): 0.295, atom 9 (H): 0.305, atom 10 (H): 0.198, atom 11 (H): 0.265, atom 12 (H): 0.284, atom 13 (H): 0.270, atom 14 (H): 0.232

--- x ---
C2H7N4O | ωB97M-V/def2-TZVPD

Element x y z (Å)
C -0.3369 -1.3396 0.3997
C 1.1860 -1.0305 0.5102
N -0.7444 -2.5074 0.5463
N -0.8570 -0.0946 -0.0444
N 0.0543 1.4862 -1.3396
N 0.0339 0.8938 -0.0731
O 1.1651 0.4726 0.5352
H 1.6495 -1.3729 1.3871
H 1.7996 -1.3723 -0.4635
H -1.6832 -2.7357 0.4068
H -1.7863 -0.0064 -0.2627
H 0.6949 2.3581 -1.2458
H 0.5054 0.6644 -1.9022
H -0.5247 2.0155 0.9197

Charge = +1
Frontier orbital gap = 8.76 eV

So, what does the Mulliken scheme give us? The charges, in e, come out as: atom 1 (C): 0.437, atom 2 (C): -0.295, atom 3 (N): -0.490, atom 4 (N): -0.135, atom 5 (N): -0.468, atom 6 (N): 0.048, atom 7 (O): -0.210, atom 8 (H): 0.308, atom 9 (H): 0.219, atom 10 (H): 0.248, atom 11 (H): 0.206, atom 12 (H): 0.334, atom 13 (H): 0.331, atom 14 (H): 0.466

--- y ---
C2H7N4O | ωB97M-V/def2-TZVPD

Element x y z (Å)
C -0.9895 0.5559 0.0794
C -3.7493 0.1163 -0.1538
N -2.2498 0.8201 -0.1376
N -3.5181 -1.1429 0.0818
N 0.1590 0.4884 0.1678
N 2.7101 0.3370 -0.0743
O -4.6600 0.7691 -0.4022
H -2.2967 1.8154 -0.2729
H -2.6272 -1.5840 0.4612
H -4.2380 -1.8427 -0.0200
H 1.6515 0.3283 0.1801
H 2.7254 -0.6302 -0.5539
H 3.2059 0.2189 0.7977
H 3.0388 1.2974 -0.4545

Charge = +1
Frontier orbital gap = 10.60 eV

So, what does the Mulliken scheme give us? The charges, in e, come out as: atom 1 (C): 0.269, atom 2 (C): 0.482, atom 3 (N): -0.350, atom 4 (N): -0.325, atom 5 (N): -0.395, atom 6 (N): -0.564, atom 7 (O): -0.371, atom 8 (H): 0.208, atom 9 (H): 0.221, atom 10 (H): 0.245, atom 11 (H): 0.430, atom 12 (H): 0.403, atom 13 (H): 0.370, atom 14 (H): 0.378

Result of the stability comparison: x is the least stable of them.